15
Properties=species:S:1:pos:R:3 method="wB97M-V/def2-TZVPD" smiles=CNCCSS homo_ha=-0.3275 e_above_lowest_kj_mol=22.38 molar_mass_g_mol=123.246 charge=0 total_energy_ev=-26417.445
C -2.127 0.985 -0.034
N -1.041 0.278 0.611
C -0.235 -0.465 -0.355
C 0.891 -1.212 0.334
S 2.060 -0.117 1.213
S 3.009 0.835 -0.373
H -2.798 0.284 -0.537
H -2.728 1.524 0.697
H -1.820 1.703 -0.811
H -0.433 0.949 1.066
H 0.192 0.201 -1.118
H -0.888 -1.185 -0.850
H 0.501 -1.876 1.106
H 1.454 -1.809 -0.382
H 3.963 -0.096 -0.568

***

85
Properties=species:S:1:pos:R:3 method="wB97M-V/def2-TZVPD" homo_ha=-0.4808 e_above_lowest_kj_mol=222.97 molar_mass_g_mol=874.591 charge=+2 total_energy_ev=-112604.979
Ti 0.525 -0.395 -0.339
C 0.504 -4.863 0.677
C 0.266 -3.887 1.778
N -0.068 -4.385 2.944
C -0.286 -3.615 3.995
C -0.188 -2.233 3.959
C -0.439 -1.409 5.200
O -1.313 -0.328 4.962
C 0.176 -1.644 2.722
C 0.498 -0.254 2.667
N 1.094 0.371 1.686
C 1.727 1.577 2.042
C 2.164 1.815 3.355
C 2.751 3.008 3.720
C 2.915 4.021 2.787
C 2.575 3.787 1.466
C 2.034 2.565 1.105
I 1.736 2.138 -0.956
C 0.395 -2.484 1.597
O 0.703 -1.934 0.445
H 0.300 -5.857 1.058
H -0.147 -4.658 -0.172
H 1.546 -4.814 0.365
H -0.537 -4.142 4.904
H -0.815 -2.056 5.996
H 0.505 -0.971 5.548
H -2.224 -0.629 5.058
H 0.319 0.286 3.595
H 2.083 1.033 4.095
H 3.088 3.144 4.737
H 3.338 4.971 3.074
H 2.732 4.547 0.716
C 1.609 -3.447 -3.401
C 1.146 -2.706 -2.146
N 1.748 -1.357 -1.913
C 3.205 -1.507 -1.644
C 3.660 -0.952 -0.292
C 1.482 -0.511 -3.091
C -0.019 -0.182 -3.162
N -0.627 -0.302 -1.838
C -1.983 -0.405 -1.782
C -2.545 -0.842 -0.572
F -1.610 -1.062 0.435
C -3.888 -1.077 -0.358
F -4.291 -1.528 0.829
C -4.792 -0.855 -1.381
C -4.289 -0.389 -2.587
F -5.122 -0.156 -3.593
C -2.932 -0.167 -2.797
F -2.546 0.293 -3.999
H 1.215 -4.459 -3.354
H 1.232 -3.003 -4.319
H 2.690 -3.523 -3.467
H 0.056 -2.599 -2.181
H 1.401 -3.312 -1.275
H 3.455 -2.571 -1.662
H 3.783 -1.026 -2.439
H 2.978 -1.240 0.516
H 4.635 -1.378 -0.057
H 3.787 0.132 -0.313
H 2.077 0.408 -3.033
H 1.790 -1.024 -4.009
H -0.157 0.835 -3.548
H -0.514 -0.879 -3.851
H -5.847 -1.034 -1.254
C -2.531 0.860 2.461
C -1.783 1.885 1.692
N -1.511 1.898 0.419
C -1.148 3.163 0.007
C -0.991 4.061 1.031
S -1.419 3.371 2.532
C -1.119 3.613 -1.378
C -1.389 4.920 -1.698
S -1.357 5.154 -3.383
C -0.976 3.465 -3.572
N -0.873 2.810 -2.457
C -0.806 2.915 -4.938
H -2.511 1.132 3.514
H -2.147 -0.150 2.351
H -3.572 0.864 2.131
H -0.691 5.085 0.964
H -1.620 5.732 -1.040
H -1.081 3.668 -5.673
H -1.448 2.048 -5.089
H 0.228 2.626 -5.123

***

26
Properties=species:S:1:pos:R:3 method="wB97M-V/def2-TZVPD" homo_ha=-0.4653 e_above_lowest_kj_mol=483.42 molar_mass_g_mol=142.222 charge=+1 total_energy_ev=-12081.878
C 0.782 0.241 0.271
C 1.081 -1.074 0.628
C -0.697 0.627 0.521
C -1.469 -0.602 -0.114
C 1.448 1.247 -0.550
C 2.523 -1.628 0.679
C -1.140 1.806 -0.373
C -1.134 -1.135 -1.548
N -1.063 0.746 1.869
O -2.464 -1.069 0.484
H 2.520 0.904 -0.742
H 1.551 2.198 0.077
H 0.893 1.481 -1.445
H 2.682 -2.663 1.020
H 2.837 -0.790 1.317
H 3.076 -1.404 -0.284
H -0.717 1.720 -1.372
H -0.763 2.768 -0.031
H -2.195 1.852 -0.349
H -1.098 -2.265 -1.671
H -0.113 -0.886 -1.881
H -1.893 -0.889 -2.172
H -0.688 1.620 2.221
H 1.018 -1.854 1.423
H -1.984 0.708 2.070
H -2.992 -1.661 -0.048

***

107
Properties=species:S:1:pos:R:3 method="wB97M-V/def2-TZVPD" homo_ha=-0.2654 e_above_lowest_kj_mol=0.00 molar_mass_g_mol=897.833 charge=0 total_energy_ev=-129400.840
Fe -0.183 0.206 0.087
C -0.493 3.860 -0.568
Si 0.498 2.379 0.061
C 1.137 2.879 1.843
C 1.787 4.038 2.019
C 2.943 4.255 2.883
C 3.726 3.282 3.358
C 3.456 1.808 3.284
C 1.408 1.591 2.601
P -0.089 0.567 2.161
C -1.467 1.581 2.806
C -1.329 2.688 3.637
C -2.456 3.356 4.102
C -3.723 2.921 3.747
C -3.867 1.811 2.923
C -2.747 1.147 2.452
C -0.297 -0.898 3.235
C -0.638 -0.802 4.582
C -0.795 -1.944 5.349
C -0.622 -3.197 4.772
C -0.317 -3.302 3.424
C -0.167 -2.155 2.655
C 2.094 2.324 -1.026
C 2.578 3.368 -1.811
C 3.672 3.195 -2.650
C 4.317 1.968 -2.716
C 3.871 0.910 -1.933
C 2.770 1.087 -1.101
P 2.034 -0.234 -0.072
C 2.532 -1.822 -0.807
C 1.590 -2.522 -1.557
C 1.928 -3.721 -2.168
C 3.207 -4.236 -2.022
C 4.148 -3.554 -1.260
C 3.813 -2.352 -0.655
C 2.862 -0.151 1.561
C 2.837 1.275 1.976
C 2.105 1.462 3.993
C 2.307 0.067 4.533
C 2.769 -1.012 3.881
C 2.881 -1.170 2.431
H 0.109 4.774 -0.556
H -0.837 3.696 -1.594
H -1.361 4.049 0.068
H 1.570 4.851 1.330
H 3.247 5.283 3.054
H 4.598 3.565 3.938
H 4.306 1.241 3.655
H -0.349 3.045 3.923
H -2.336 4.220 4.744
H -4.599 3.446 4.109
H -4.853 1.473 2.629
H -2.851 0.301 1.782
H -0.783 0.173 5.035
H -1.056 -1.860 6.396
H -0.746 -4.091 5.371
H -0.207 -4.277 2.964
H 0.045 -2.232 1.594
H 2.084 4.334 -1.785
H 4.017 4.018 -3.264
H 5.164 1.831 -3.376
H 4.371 -0.049 -1.986
H 0.579 -2.134 -1.641
H 1.188 -4.257 -2.749
H 3.471 -5.173 -2.494
H 5.144 -3.961 -1.137
H 4.545 -1.824 -0.056
H 3.088 1.905 1.131
H 1.782 2.147 4.774
H 2.170 -0.033 5.605
H 2.926 -1.912 4.465
H 2.804 -2.189 2.064
N -1.811 -0.481 -0.309
P -2.668 -0.017 -1.527
C -4.126 0.966 -1.068
C -3.939 2.288 -0.668
C -5.008 3.043 -0.216
C -6.277 2.481 -0.151
C -6.468 1.160 -0.532
C -5.397 0.404 -0.989
C -3.331 -1.446 -2.437
C -4.007 -1.328 -3.649
C -4.480 -2.459 -4.296
C -4.277 -3.715 -3.737
C -3.601 -3.838 -2.532
C -3.128 -2.705 -1.883
C -1.842 1.001 -2.810
C -0.474 0.820 -2.992
C 0.236 1.579 -3.910
C -0.429 2.533 -4.668
C -1.796 2.714 -4.509
C -2.501 1.951 -3.587
H -2.947 2.721 -0.706
H -4.849 4.068 0.096
H -7.114 3.070 0.201
H -7.454 0.715 -0.477
H -5.555 -0.626 -1.287
H -4.161 -0.352 -4.095
H -5.005 -2.362 -5.238
H -4.646 -4.598 -4.244
H -3.441 -4.816 -2.097
H -2.594 -2.776 -0.943
H 0.057 0.077 -2.402
H 1.305 1.438 -4.015
H 0.119 3.139 -5.378
H -2.316 3.462 -5.095
H -3.563 2.122 -3.454

***

8
Properties=species:S:1:pos:R:3 method="wB97M-V/def2-TZVPD" homo_ha="-0.2569 / -0.2918" e_above_lowest_kj_mol=461.41 molar_mass_g_mol=73.051 charge=0 total_energy_ev=-7703.061
C -0.123 -0.660 0.149
C 1.152 0.049 -0.015
N -1.798 1.114 -0.166
O -0.542 -1.693 0.317
O -2.816 0.540 -0.036
H 1.678 -0.436 -0.828
H 0.873 1.062 -0.300
H 1.575 0.023 0.879

***

16
Properties=species:S:1:pos:R:3 method="wB97M-V/def2-TZVPD" smiles="CC[C@@H]1NCC1=S" homo_ha=-0.3168 e_above_lowest_kj_mol=374.31 molar_mass_g_mol=115.201 charge=0 total_energy_ev=-17652.314
C -0.004 -1.142 -2.680
C -0.048 0.131 -1.663
C 0.228 -0.523 -0.281
N -0.887 -1.396 0.205
C -1.285 -0.351 1.135
C -0.071 0.449 0.810
S 1.077 1.497 1.565
H -0.753 -1.842 -2.762
H 0.200 -0.691 -3.673
H 0.946 -1.714 -2.283
H 0.617 1.038 -2.063
H -1.300 0.366 -1.538
H 1.209 -0.998 -0.272
H -1.491 -1.246 -0.774
H -1.217 -0.638 2.192
H -2.159 0.171 0.773

***

20
Properties=species:S:1:pos:R:3 method="wB97M-V/def2-TZVPD" homo_ha=-0.4403 e_above_lowest_kj_mol=476.09 molar_mass_g_mol=140.166 charge=+1 total_energy_ev=-12891.707
C 2.576 -1.021 -0.446
C 2.944 0.608 0.941
C 1.326 -0.515 -0.074
C 0.249 0.730 1.112
C -1.335 -0.017 -0.836
C -0.270 -0.423 0.234
N 3.530 -0.287 0.166
N 1.628 0.410 0.864
N -2.906 0.206 -0.304
O -1.570 -0.795 -1.874
H 2.785 -1.935 -1.095
H 3.346 1.333 1.658
H -0.083 1.712 0.958
H 0.125 0.479 2.168
H -0.899 0.967 -1.102
H -0.543 -1.294 0.768
H -3.369 0.982 -0.653
H -2.847 0.135 0.680
H -3.353 -0.699 -0.372
H -1.334 -0.575 -2.792

***

41
Properties=species:S:1:pos:R:3 method="wB97M-V/def2-TZVPD" smiles="CC1(C)S[C@H]2[C@@H](NC(=O)COc3ccccc3)[C@@]3([O-])OC(=O)[C@@H]1N23" homo_ha=-0.1927 e_above_lowest_kj_mol=15.71 molar_mass_g_mol=349.388 charge=-1 total_energy_ev=-40923.111
C 3.384 0.890 1.522
C 2.135 0.916 0.642
C 1.662 2.344 0.436
S 0.814 -0.074 1.475
C 1.543 -1.604 0.793
C 0.653 -2.529 -0.056
N -0.722 -2.180 -0.212
C -1.730 -2.669 0.508
O -1.633 -3.458 1.432
C -3.119 -2.183 0.050
O -3.118 -1.141 -0.893
C -2.713 0.110 -0.507
C -2.618 1.051 -1.533
C -2.239 2.346 -1.254
C -1.959 2.726 0.049
C -2.047 1.792 1.064
C -2.418 0.485 0.797
C 1.580 -2.095 -1.253
O 2.032 -2.815 -2.123
O 0.668 -0.811 -1.959
C 1.254 0.299 -1.715
O 0.996 1.372 -2.221
C 2.387 0.131 -0.652
N 2.404 -1.272 -0.329
H 4.165 1.504 1.077
H 3.756 -0.127 1.621
H 3.150 1.278 2.512
H 0.743 2.369 -0.141
H 2.420 2.908 -0.104
H 1.486 2.814 1.403
H 2.078 -2.110 1.603
H 0.743 -3.583 0.220
H -0.893 -1.536 -0.977
H -3.714 -1.933 0.938
H -3.604 -3.025 -0.455
H -2.825 0.732 -2.542
H -2.145 3.059 -2.060
H -1.656 3.740 0.267
H -1.803 2.068 2.080
H -2.436 -0.231 1.603
H 3.337 0.441 -1.104

***

76
Properties=species:S:1:pos:R:3 method="wB97M-V/def2-TZVPD" homo_ha="-0.2647 / -0.2647" e_above_lowest_kj_mol=159.26 molar_mass_g_mol=742.357 charge=0 total_energy_ev=-90553.778
Ru -0.825 -1.258 0.797
C 6.641 0.212 1.694
C 5.233 0.530 1.273
C 4.190 -0.338 1.582
C 2.882 -0.043 1.226
C 2.628 1.140 0.553
C 3.647 2.032 0.234
C 4.944 1.714 0.594
S 0.989 1.526 0.039
O 1.028 1.128 -1.438
O 0.833 2.947 0.119
N -0.107 0.719 0.772
C -0.416 1.373 2.088
C -1.557 0.658 2.808
O -2.177 1.272 3.659
O -1.749 -0.564 2.462
H 6.844 -0.855 1.611
H 6.798 0.495 2.736
H 7.368 0.752 1.089
H 4.392 -1.260 2.113
H 2.080 -0.729 1.474
H 3.419 2.956 -0.279
H 5.747 2.399 0.351
H -0.693 2.415 1.946
H 0.452 1.334 2.755
C 0.255 -4.648 -1.970
C -0.031 -3.392 -1.296
N -0.237 -2.385 -0.785
H 1.300 -4.913 -1.818
H 0.052 -4.557 -3.036
H -0.372 -5.434 -1.552
C 2.760 -0.936 -2.364
Si 1.274 0.097 -2.769
C -0.359 -0.673 -3.177
C 1.705 1.300 -4.127
C 2.801 1.102 -4.968
C 3.090 1.995 -5.991
C 2.289 3.110 -6.184
C 1.198 3.329 -5.352
C 0.910 2.430 -4.337
H 3.029 -1.602 -3.187
H 2.625 -1.525 -1.462
H 3.599 -0.254 -2.197
H -0.263 -1.301 -4.067
H -1.055 0.132 -3.430
H -0.786 -1.260 -2.366
H 3.446 0.242 -4.826
H 3.944 1.824 -6.634
H 2.515 3.810 -6.977
H 0.575 4.203 -5.494
H 0.062 2.621 -3.688
Cl 0.628 -2.613 2.069
O -2.495 -0.440 -0.364
S -2.727 1.029 -0.661
C -3.821 0.998 -2.072
C -3.794 2.074 -2.943
C -4.635 2.069 -4.049
C -5.472 0.986 -4.274
C -5.475 -0.094 -3.398
C -4.647 -0.093 -2.287
C -3.881 1.600 0.578
C -4.203 2.950 0.602
C -5.062 3.412 1.584
C -5.566 2.531 2.534
C -5.214 1.191 2.505
C -4.363 0.711 1.519
H -3.118 2.903 -2.767
H -4.626 2.903 -4.737
H -6.122 0.979 -5.139
H -6.127 -0.937 -3.581
H -4.625 -0.924 -1.594
H -3.784 3.632 -0.129
H -5.322 4.461 1.621
H -6.217 2.900 3.315
H -5.575 0.516 3.269
H -4.033 -0.318 1.511